# 1
DFT (the ωB97M-V functional and the def2-TZVPD basis) results for a single C21H26N2O4S molecule.

Atoms and positions in Å:
C  4.057  5.504  0.991
C  3.510  4.153  0.651
C  4.060  3.409  -0.389
C  3.572  2.150  -0.691
C  2.531  1.630  0.053
C  1.970  2.349  1.090
C  2.462  3.608  1.388
H  2.032  4.174  2.201
H  1.169  1.907  1.662
S  1.845  0.041  -0.398
O  2.850  -0.739  -1.050
O  1.169  -0.510  0.742
N  0.683  0.414  -1.528
C  1.144  0.728  -2.858
C  0.110  0.335  -3.925
C  -0.716  -0.852  -3.444
O  -0.591  -1.958  -3.928
N  -1.620  -0.577  -2.470
C  -1.734  0.726  -1.866
H  -1.910  1.477  -2.643
C  -0.482  1.102  -1.041
H  -0.613  0.772  -0.011
H  -0.341  2.194  -1.054
H  -2.598  0.708  -1.203
C  -2.323  -1.678  -1.844
H  -2.166  -2.550  -2.482
C  -1.819  -1.981  -0.433
O  -2.391  -1.054  0.470
C  -1.853  -1.153  1.778
C  -2.170  -2.466  2.449
C  -1.154  -3.282  2.927
C  -1.455  -4.488  3.535
C  -2.773  -4.894  3.661
C  -3.791  -4.089  3.175
C  -3.490  -2.880  2.575
H  -4.278  -2.249  2.190
H  -4.820  -4.405  3.268
H  -3.007  -5.837  4.133
H  -0.659  -5.116  3.907
H  -0.126  -2.967  2.817
H  -0.765  -1.006  1.746
H  -2.315  -0.328  2.331
H  -2.113  -3.003  -0.154
H  -0.723  -1.913  -0.401
H  -3.390  -1.443  -1.795
H  0.626  0.029  -4.836
H  -0.543  1.174  -4.165
H  2.051  0.137  -2.990
H  1.396  1.797  -2.946
H  3.997  1.553  -1.483
H  4.877  3.819  -0.963
H  4.444  6.001  0.105
H  4.877  5.400  1.702
H  3.295  6.130  1.447

Properties
- E (Eh) = -1624.47926
- relative energy (zero: lowest compared OMol25 entry of this formula, charge and spin) (kcal per mole) = 19.1
- HOMO level (eV) = -9.1
- orbital gap (eV) = 9.655

And the natural (NBO) charges, in e, turn out to be:
1. C -0.63
2. C 0.01
3. C -0.20
4. C -0.21
5. C -0.28
6. C -0.21
7. C -0.21
8. H 0.22
9. H 0.24
10. S 2.34
11. O -0.93
12. O -0.96
13. N -0.68
14. C -0.23
15. C -0.51
16. C 0.70
17. O -0.62
18. N -0.44
19. C -0.22
20. H 0.19
21. C -0.26
22. H 0.24
23. H 0.19
24. H 0.24
25. C -0.24
26. H 0.25
27. C -0.09
28. O -0.56
29. C -0.12
30. C 0.03
31. C -0.24
32. C -0.21
33. C -0.21
34. C -0.21
35. C -0.23
36. H 0.21
37. H 0.21
38. H 0.21
39. H 0.21
40. H 0.22
41. H 0.20
42. H 0.19
43. H 0.18
44. H 0.19
45. H 0.20
46. H 0.25
47. H 0.21
48. H 0.25
49. H 0.18
50. H 0.24
51. H 0.22
52. H 0.22
53. H 0.23
54. H 0.22


# 2
DFT (the ωB97M-V functional and the def2-TZVPD basis) results for a single C15H26O3 molecule.

Atoms and positions in Å:
O  2.033  1.666  0.963
O  3.445  0.499  -0.471
O  -0.054  -0.307  -0.360
C  -4.502  -0.564  1.941
C  -3.405  -1.347  1.765
C  2.898  1.859  2.081
C  3.635  1.662  -1.243
C  1.067  0.297  -0.902
C  2.164  0.457  0.190
C  -2.209  2.398  -0.233
C  -4.560  0.577  1.025
C  -1.766  0.439  -1.927
C  -2.701  -2.655  -1.116
C  -2.829  1.142  -0.995
C  -3.517  0.226  -0.035
C  -2.561  -0.782  0.690
C  -1.047  -0.719  -1.259
C  -1.806  -1.660  -0.382
H  -5.188  -0.695  2.743
H  -3.334  -2.365  2.251
H  2.742  2.772  2.692
H  2.860  1.001  2.717
H  3.948  1.998  1.713
H  3.924  2.464  -0.608
H  4.467  1.488  -1.916
H  2.801  1.962  -1.839
H  1.421  -0.371  -1.676
H  0.798  1.262  -1.285
H  2.183  -0.502  0.855
H  -1.287  2.102  0.329
H  -2.855  2.838  0.525
H  -1.911  3.148  -0.977
H  -4.187  1.452  1.633
H  -5.527  0.807  0.633
H  -2.262  -0.074  -2.763
H  -1.028  1.082  -2.390
H  -3.304  -2.274  -1.917
H  -2.069  -3.504  -1.495
H  -3.442  -2.981  -0.332
H  -3.630  1.459  -1.673
H  -4.159  -0.357  -0.694
H  -1.837  -0.236  1.338
H  -0.621  -1.257  -2.132
H  -1.027  -2.372  0.143

Properties
- E (Eh) = -812.75784
- relative energy (zero: lowest compared OMol25 entry of this formula, charge and spin) (kcal per mole) = 79.0
- HOMO level (eV) = -8.6
- orbital gap (eV) = 9.490

And the natural (NBO) charges, in e, turn out to be:
1. O -0.56
2. O -0.55
3. O -0.55
4. C -0.19
5. C -0.19
6. C -0.25
7. C -0.25
8. C -0.10
9. C 0.38
10. C -0.63
11. C -0.43
12. C -0.43
13. C -0.63
14. C -0.19
15. C -0.21
16. C -0.27
17. C 0.11
18. C -0.20
19. H 0.20
20. H 0.22
21. H 0.20
22. H 0.17
23. H 0.17
24. H 0.17
25. H 0.19
26. H 0.17
27. H 0.18
28. H 0.18
29. H 0.17
30. H 0.22
31. H 0.21
32. H 0.21
33. H 0.20
34. H 0.21
35. H 0.21
36. H 0.22
37. H 0.20
38. H 0.21
39. H 0.22
40. H 0.20
41. H 0.19
42. H 0.23
43. H 0.16
44. H 0.22


# 3
DFT (the ωB97M-V functional and the def2-TZVPD basis) results for a 2-piece molecular cluster, CH6S4 overall.

Atoms and positions in Å:
S  2.758  0.216  0.034
S  1.565  1.861  0.486
H  2.853  -0.185  1.289
H  0.908  1.220  1.492
C  -0.694  -1.127  -1.088
S  -1.265  -0.724  0.677
S  -2.272  1.019  0.020
H  -1.572  -0.964  -1.713
H  -0.565  -2.235  -1.098
H  0.383  -0.727  -1.246
H  -2.100  1.647  1.147

Properties
- E (Eh) = -1634.40202
- relative energy (zero: lowest compared OMol25 entry of this formula, charge and spin) (kcal per mole) = 20.1
- HOMO level (eV) = -8.4
- orbital gap (eV) = 8.577

And the natural (NBO) charges, in e, turn out to be:
1. S -0.14
2. S -0.14
3. H 0.13
4. H 0.14
5. C -0.73
6. S 0.03
7. S -0.13
8. H 0.23
9. H 0.22
10. H 0.25
11. H 0.12


# 4
DFT (the ωB97M-V functional and the def2-TZVPD basis) results for a single C5H9NS molecule.

Atoms and positions in Å:
C  -1.030  0.486  -0.404
C  0.381  -0.088  -0.981
C  1.497  0.439  -0.383
C  -0.625  -0.488  0.767
C  -0.146  -1.507  -0.342
H  -3.013  0.371  -0.476
H  -2.097  -0.246  -2.092
H  -0.781  1.571  -0.155
H  0.552  0.048  -2.121
H  2.079  1.471  -0.807
H  2.235  -0.290  -0.745
H  -1.120  -0.771  1.706
H  -0.723  -2.158  -0.699
H  0.914  -2.035  -0.304
N  -2.199  0.466  -1.171
S  1.055  0.358  1.372

Properties
- E (Eh) = -648.67929
- relative energy (zero: lowest compared OMol25 entry of this formula, charge and spin) (kcal per mole) = 109.1
- HOMO level (eV) = -8.4
- orbital gap (eV) = 9.281

And the natural (NBO) charges, in e, turn out to be:
1. C -0.06
2. C -0.22
3. C -0.56
4. C -0.29
5. C -0.39
6. H 0.39
7. H 0.38
8. H 0.17
9. H 0.21
10. H 0.24
11. H 0.22
12. H 0.23
13. H 0.19
14. H 0.19
15. N -0.85
16. S 0.14


# 5
DFT (the ωB97M-V functional and the def2-TZVPD basis) results for a single CH2Cl2N2 molecule.

Atoms and positions in Å:
C  -0.448  0.080  0.145
N  -1.019  0.739  -0.711
N  0.691  -0.684  -0.096
Cl  1.436  -0.704  -1.621
Cl  1.867  -1.043  1.192
H  -0.758  0.304  1.340
H  -1.769  1.308  -0.250

Properties
- E (Eh) = -1069.08057
- relative energy (zero: lowest compared OMol25 entry of this formula, charge and spin) (kcal per mole) = 57.5
- HOMO level (eV) = -9.5
- orbital gap (eV) = 9.076

And the natural (NBO) charges, in e, turn out to be:
1. C 0.26
2. N -0.66
3. N -0.49
4. Cl 0.20
5. Cl 0.15
6. H 0.18
7. H 0.36


# 6
DFT (the ωB97M-V functional and the def2-TZVPD basis) results for C21H14Cl2N6RuS as an isolated structure.

Atoms and positions in Å:
Ru  0.980  -0.351  -0.822
N  -3.899  0.638  0.733
C  -3.628  0.586  -0.586
N  0.876  0.400  -2.764
C  -1.029  1.746  1.110
N  -0.174  2.329  0.455
N  0.901  1.591  -0.078
C  1.970  2.294  -0.179
C  3.188  1.629  -0.619
C  4.389  2.295  -0.775
C  5.499  1.567  -1.177
C  5.363  0.211  -1.408
C  4.121  -0.383  -1.235
N  3.056  0.306  -0.839
C  -1.897  1.371  2.047
C  -1.399  1.511  3.419
C  -2.184  1.281  4.480
C  -3.554  0.877  4.306
C  -4.056  0.702  3.071
C  -3.267  0.896  1.883
H  -4.877  0.419  0.894
H  -4.408  0.245  -1.243
H  1.956  3.344  0.090
H  4.445  3.360  -0.597
H  6.454  2.056  -1.316
H  6.200  -0.390  -1.732
H  3.968  -1.436  -1.427
H  -0.373  1.828  3.540
H  -1.787  1.407  5.478
H  -4.180  0.713  5.171
H  -5.087  0.390  2.946
Cl  -2.059  0.535  -1.203
C  -0.760  -0.955  -0.636
C  -1.600  -2.044  -0.189
C  -1.835  -3.309  -0.593
C  -1.379  -4.148  -1.703
C  -0.200  -4.168  -2.343
Cl  0.205  -5.280  -3.581
C  0.754  -3.172  -1.994
N  1.291  -2.287  -1.507
H  -2.181  -1.746  0.686
H  -2.554  -3.838  0.022
H  -2.083  -4.917  -2.000
S  3.034  1.175  -4.348
C  1.798  0.723  -3.437

Properties
- E (Eh) = -2550.11827
- relative energy (zero: lowest compared OMol25 entry of this formula, charge and spin) (kcal per mole) = 170.4
- charge = +1
- expectation value of S² = 0.82
- spin multiplicity = 2
- HOMO level (alpha / beta) (eV) = -9.5 / -9.6
- orbital gap (alpha / beta) (eV) = 5.335 / 5.474

And the natural (NBO) charges, in e, turn out to be:
1. Ru 0.60
2. N -0.42
3. C -0.27
4. N -0.63
5. C 0.44
6. N -0.29
7. N -0.22
8. C 0.14
9. C 0.13
10. C -0.18
11. C -0.13
12. C -0.20
13. C 0.09
14. N -0.45
15. C -0.26
16. C -0.16
17. C -0.21
18. C -0.20
19. C -0.22
20. C 0.18
21. H 0.43
22. H 0.23
23. H 0.23
24. H 0.24
25. H 0.24
26. H 0.24
27. H 0.22
28. H 0.23
29. H 0.24
30. H 0.23
31. H 0.21
32. Cl 0.38
33. C 0.00
34. C -0.31
35. C -0.20
36. C -0.13
37. C -0.18
38. Cl 0.11
39. C 0.44
40. N -0.33
41. H 0.23
42. H 0.23
43. H 0.25
44. S -0.14
45. C 0.16


# 7
DFT (the ωB97M-V functional and the def2-TZVPD basis) results for a single C6H10OS molecule.

Atoms and positions in Å:
C  0.771  -1.327  1.085
C  0.703  -0.204  0.002
C  -0.177  -0.755  -1.163
C  -1.558  -0.357  -0.721
C  -1.549  0.593  0.203
C  -0.130  0.987  0.588
H  1.294  -2.183  0.676
H  -0.230  -1.675  1.330
H  1.287  -0.975  1.998
H  2.101  1.690  -0.496
H  0.033  -0.210  -2.099
H  -0.082  -1.846  -1.336
H  -2.452  -0.807  -1.145
H  -2.391  1.077  0.652
H  0.061  1.119  1.664
H  -0.244  2.279  -0.830
O  0.171  2.247  0.035
S  2.391  0.347  -0.442

Properties
- E (Eh) = -708.02064
- relative energy (zero: lowest compared OMol25 entry of this formula, charge and spin) (kcal per mole) = 18.6
- HOMO level (eV) = -8.9
- orbital gap (eV) = 9.657

And the natural (NBO) charges, in e, turn out to be:
1. C -0.62
2. C -0.15
3. C -0.47
4. C -0.16
5. C -0.24
6. C 0.04
7. H 0.21
8. H 0.22
9. H 0.22
10. H 0.17
11. H 0.23
12. H 0.22
13. H 0.21
14. H 0.22
15. H 0.19
16. H 0.47
17. O -0.71
18. S -0.07


# 8
DFT (the ωB97M-V functional and the def2-TZVPD basis) results for a single C7H10N4 molecule.

Atoms and positions in Å:
C  0.305  -2.283  -0.509
C  -0.678  -1.155  -0.717
C  -2.120  -1.407  -0.365
N  -0.376  -0.010  -1.195
C  0.739  0.741  -0.659
C  0.707  2.082  -1.284
N  0.626  3.126  -1.752
C  0.646  0.924  0.863
N  1.891  1.507  1.355
C  -0.529  1.750  1.242
N  -1.369  2.530  1.308
H  1.191  -1.981  0.052
H  0.586  -2.727  -1.462
H  -0.167  -3.068  0.082
H  -2.278  -0.923  0.599
H  -2.731  -0.902  -1.112
H  -2.387  -2.461  -0.345
H  1.743  0.344  -0.865
H  0.528  -0.032  1.375
H  2.048  2.409  0.915
H  1.816  1.697  2.347

Properties
- E (Eh) = -491.68416
- relative energy (zero: lowest compared OMol25 entry of this formula, charge and spin) (kcal per mole) = 56.5
- HOMO level (eV) = -9.4
- orbital gap (eV) = 9.820

And the natural (NBO) charges, in e, turn out to be:
1. C -0.72
2. C 0.41
3. C -0.68
4. N -0.48
5. C -0.16
6. C 0.27
7. N -0.29
8. C -0.13
9. N -0.80
10. C 0.23
11. N -0.28
12. H 0.23
13. H 0.25
14. H 0.22
15. H 0.24
16. H 0.25
17. H 0.21
18. H 0.24
19. H 0.23
20. H 0.37
21. H 0.37